[1]
{"formula": "C23H28N4O4", "method": "wB97M-V/def2-TZVPD", "total_charge": 0, "e_homo_ev": -10.048, "gap_ev": 9.4, "smiles": "CCCCCCC[C@H](C#N)CC#N.O=[N+]([O-])c1ccccc1.O=[N+]([O-])c1ccccc1", "total_energy_ev": -38449.310, "relative_energy_kcal_mol": 199.06, "lumo_energy_ev": -0.7, "molar_mass_g_mol": 424.50, "spin_multiplicity": 1, "species": ["C", "C", "C", "C", "C", "C", "C", "C", "C", "N", "C", "C", "N", "H", "H", "H", "H", "H", "H", "H", "H", "H", "H", "H", "H", "H", "H", "H", "H", "H", "H", "O", "N", "O", "C", "C", "C", "C", "C", "C", "H", "H", "H", "H", "H", "O", "N", "O", "C", "C", "C", "C", "C", "C", "H", "H", "H", "H", "H"], "positions_angstrom": [[7.158, -4.334, 0.324], [6.929, -3.018, 1.152], [5.434, -2.573, 1.080], [4.975, -2.129, -0.335], [3.579, -1.404, -0.225], [2.616, -2.043, 0.817], [1.112, -1.764, 0.535], [0.140, -2.893, 0.969], [0.011, -3.029, 2.461], [-0.121, -3.121, 3.577], [0.458, -4.301, 0.390], [0.472, -4.332, -1.112], [0.195, -4.336, -2.197], [6.864, -5.212, 0.930], [6.569, -4.290, -0.606], [8.235, -4.456, 0.114], [7.640, -2.217, 0.891], [7.090, -3.319, 2.209], [4.854, -3.433, 1.468], [5.262, -1.709, 1.755], [4.868, -2.971, -1.049], [5.699, -1.418, -0.782], [3.773, -0.351, 0.070], [3.103, -1.358, -1.226], [2.872, -1.682, 1.831], [2.796, -3.134, 0.834], [0.924, -1.464, -0.514], [0.837, -0.873, 1.139], [-0.859, -2.616, 0.574], [-0.294, -5.011, 0.780], [1.435, -4.699, 0.724], [-0.500, 1.354, 1.192], [-1.332, 1.146, 0.324], [-1.072, 0.989, -0.855], [-2.740, 1.085, 0.730], [-3.075, 1.295, 2.059], [-4.409, 1.259, 2.434], [-5.391, 1.013, 1.484], [-5.043, 0.794, 0.157], [-3.713, 0.830, -0.226], [-2.314, 1.488, 2.803], [-4.684, 1.428, 3.467], [-6.433, 0.993, 1.778], [-5.813, 0.600, -0.578], [-3.449, 0.662, -1.261], [-5.155, 3.974, 0.331], [-5.356, 4.030, -0.867], [-6.255, 3.444, -1.445], [-4.448, 4.855, -1.674], [-3.392, 5.505, -1.055], [-2.522, 6.265, -1.822], [-2.716, 6.371, -3.193], [-3.784, 5.723, -3.801], [-4.656, 4.960, -3.040], [-3.235, 5.426, 0.012], [-1.690, 6.772, -1.352], [-2.032, 6.961, -3.792], [-3.935, 5.810, -4.869], [-5.484, 4.455, -3.519]], "forces_ev_per_angstrom": [[0.2, 0.7, 0.5], [-0.7, -1.1, 0.4], [1.0, 0.2, -0.4], [-1.0, 0.2, 0.3], [0.4, 0.2, 0.0], [-0.1, -0.3, -0.4], [0.3, 0.7, 0.8], [-0.1, -0.1, -0.2], [0.4, 0.5, -3.8], [-0.3, -0.3, 2.7], [0.7, -0.5, -0.3], [-0.2, 0.2, 5.2], [-0.5, 0.0, -4.0], [-0.1, 0.4, -0.4], [0.4, -0.3, 0.2], [-0.5, 0.0, -0.2], [-0.4, -0.3, 0.0], [0.3, 0.5, -0.5], [0.0, 0.5, -0.3], [0.2, -0.5, -0.2], [0.1, 0.3, 0.5], [-0.3, -0.4, 0.3], [-0.2, -0.5, -0.1], [0.2, -0.1, 0.5], [-0.2, -0.2, -0.5], [-0.1, 0.4, -0.1], [0.1, -0.5, 0.4], [0.0, -0.4, -0.5], [0.4, -0.1, 0.4], [0.2, 0.2, -0.5], [-0.5, 0.4, 0.1], [-0.2, -0.1, -0.2], [0.2, 0.0, 0.0], [0.0, 0.0, 0.2], [-0.4, 0.0, 0.1], [0.1, 0.1, 0.2], [-0.1, -0.1, -0.2], [0.0, 0.0, 0.0], [0.0, -0.1, 0.2], [-0.1, 0.0, -0.3], [0.1, 0.0, -0.2], [0.1, 0.0, 0.0], [0.0, 0.0, 0.0], [0.1, 0.0, 0.0], [0.2, 0.0, 0.1], [-0.1, 0.1, -0.2], [-0.2, -0.1, 0.1], [0.2, 0.1, 0.1], [0.3, 0.2, -0.3], [0.1, 0.0, 0.2], [-0.1, 0.0, -0.1], [0.0, 0.0, 0.0], [0.1, 0.0, 0.1], [-0.1, -0.1, -0.2], [-0.1, -0.1, 0.0], [0.0, 0.0, 0.0], [0.0, 0.0, 0.0], [0.0, 0.0, 0.0], [0.0, 0.0, 0.2]], "mulliken_charge": [-1.022, -0.614, -0.416, -0.606, -0.803, -0.076, -0.764, 0.202, -0.007, -0.479, -0.618, 0.065, -0.413, 0.273, 0.292, 0.314, 0.413, 0.302, 0.196, 0.309, 0.280, 0.302, 0.290, 0.420, 0.318, -0.074, 0.488, 0.218, 0.381, 0.506, 0.317, -0.620, 1.085, -0.614, -0.012, -0.329, -0.482, -0.423, -0.509, -0.288, 0.477, 0.400, 0.400, 0.407, 0.495, -0.577, 1.066, -0.624, 0.106, -0.187, -0.541, -0.382, -0.467, -0.397, 0.451, 0.377, 0.377, 0.373, 0.441]}

[2]
{"formula": "C23H28N4O5S", "method": "wB97M-V/def2-TZVPD", "total_charge": 0, "e_homo_ev": -8.205, "gap_ev": 8.7, "smiles": "CCN(CC)S(=O)(=O)c1ccc(N2CCOCC2)c(NC(=O)COc2ccc(C#N)cc2)c1", "total_energy_ev": -51337.673, "relative_energy_kcal_mol": 78.41, "lumo_energy_ev": 0.5, "molar_mass_g_mol": 472.57, "spin_multiplicity": 1, "species": ["C", "C", "N", "C", "C", "S", "O", "O", "C", "C", "C", "C", "N", "C", "C", "O", "C", "C", "C", "N", "C", "O", "C", "O", "C", "C", "C", "C", "C", "N", "C", "C", "C", "H", "H", "H", "H", "H", "H", "H", "H", "H", "H", "H", "H", "H", "H", "H", "H", "H", "H", "H", "H", "H", "H", "H", "H", "H", "H", "H", "H"], "positions_angstrom": [[2.832, 2.739, 1.357], [2.337, 2.219, 0.009], [3.114, 1.150, -0.573], [4.492, 1.370, -0.966], [5.519, 1.105, 0.132], [2.707, -0.377, -0.056], [2.511, -0.440, 1.369], [3.621, -1.302, -0.657], [1.103, -0.594, -0.817], [0.970, -0.766, -2.182], [-0.279, -0.984, -2.724], [-1.439, -1.050, -1.930], [-2.676, -1.335, -2.461], [-2.817, -1.930, -3.775], [-3.089, -0.871, -4.850], [-4.236, -0.122, -4.518], [-4.082, 0.499, -3.262], [-3.834, -0.521, -2.140], [-1.266, -0.907, -0.538], [-2.325, -1.091, 0.407], [-2.894, -0.064, 1.084], [-2.975, 1.070, 0.665], [-3.461, -0.501, 2.441], [-2.565, -1.364, 3.108], [-1.315, -0.886, 3.405], [-0.388, -1.838, 3.836], [0.908, -1.474, 4.123], [1.302, -0.142, 3.990], [2.628, 0.252, 4.273], [3.690, 0.601, 4.527], [0.373, 0.812, 3.581], [-0.927, 0.446, 3.286], [-0.010, -0.669, -0.008], [2.991, 1.904, 2.035], [2.089, 3.410, 1.781], [3.762, 3.290, 1.245], [1.327, 1.817, 0.123], [2.296, 3.038, -0.719], [4.569, 2.396, -1.336], [4.683, 0.683, -1.795], [5.400, 1.785, 0.969], [6.522, 1.219, -0.274], [5.398, 0.088, 0.493], [1.849, -0.727, -2.805], [-0.363, -1.099, -3.793], [-1.938, -2.526, -4.017], [-3.687, -2.596, -3.728], [-3.296, -1.339, -5.814], [-2.222, -0.199, -4.950], [-5.006, 1.048, -3.078], [-3.240, 1.207, -3.294], [-3.680, 0.027, -1.218], [-4.706, -1.177, -2.043], [-2.295, -1.977, 0.897], [-4.373, -1.086, 2.290], [-3.706, 0.385, 3.036], [-0.711, -2.864, 3.928], [1.626, -2.215, 4.438], [0.672, 1.844, 3.484], [-1.617, 1.204, 2.953], [0.126, -0.578, 1.059]], "forces_ev_per_angstrom": [[-0.1, -0.1, -0.2], [-0.3, 0.3, 0.3], [-0.3, -1.0, 0.2], [0.5, -0.3, -0.1], [-0.1, 0.1, -0.1], [-0.5, 0.2, -0.5], [-0.1, 0.2, -0.2], [0.2, 0.1, -0.3], [0.4, 0.0, 0.5], [0.0, 0.0, 0.0], [0.0, 0.0, 0.0], [0.3, 0.0, 0.4], [-0.2, -0.2, 0.0], [0.0, 0.2, -0.3], [0.1, -0.3, 0.1], [-0.1, 0.0, -0.1], [0.0, -0.1, 0.4], [-0.2, 0.4, -0.2], [0.2, 0.2, -0.1], [0.2, -0.5, -0.1], [-0.3, -0.1, 0.2], [0.0, 0.2, 0.0], [-0.1, 0.3, 0.0], [0.2, -0.2, 0.2], [0.2, 0.0, 0.1], [-0.3, 0.0, -0.1], [0.0, 0.2, 0.0], [-0.9, -0.1, -0.1], [0.5, 0.2, 0.2], [0.4, 0.1, 0.1], [0.2, -0.2, 0.1], [-0.4, -0.1, 0.0], [0.1, 0.0, 0.0], [0.1, 0.0, 0.1], [-0.1, 0.1, 0.1], [0.1, 0.1, 0.1], [-0.1, 0.3, 0.0], [-0.1, -0.1, 0.0], [-0.1, -0.1, 0.0], [0.1, 0.2, 0.0], [0.0, 0.1, 0.1], [0.1, 0.0, 0.0], [0.1, -0.1, 0.1], [0.1, 0.0, -0.2], [0.0, 0.0, -0.1], [0.0, 0.0, 0.0], [0.1, 0.0, -0.1], [0.1, 0.0, 0.0], [0.0, -0.1, 0.0], [0.1, 0.0, 0.0], [-0.1, 0.0, 0.0], [0.0, 0.0, 0.0], [0.0, 0.1, 0.0], [0.0, 0.2, 0.0], [0.1, 0.1, 0.0], [0.1, -0.1, -0.1], [0.0, -0.1, 0.0], [0.1, -0.1, 0.0], [0.0, 0.1, 0.0], [-0.1, 0.1, 0.0], [-0.1, 0.0, 0.1]], "mulliken_charge": [-1.246, -0.428, 0.214, -0.581, -1.031, 1.256, -0.366, -0.761, -0.494, -0.984, -0.452, 1.010, -0.026, -1.093, -0.376, -0.419, -0.724, -0.115, -1.052, 0.079, 0.684, -0.653, -0.925, -0.524, 0.600, -0.564, -0.473, 0.252, -0.080, -0.602, -0.289, -0.296, 0.610, 0.256, 0.424, 0.371, 0.216, 0.381, 0.430, 0.292, 0.254, 0.411, 0.322, 0.535, 0.415, 0.552, 0.386, 0.372, 0.306, 0.397, 0.348, -0.051, 0.267, 0.315, 0.337, 0.351, 0.476, 0.466, 0.478, 0.462, 0.079]}

[3]
{"formula": "C23H28N4O6S", "method": "wB97M-V/def2-TZVPD", "total_charge": 0, "e_homo_ev": -8.038, "gap_ev": 8.5, "smiles": "COc1cc(NC(=O)CCCNC(=O)Cn2cnc3sc(C)c(C)c3c2=O)cc(OC)c1OC", "total_energy_ev": -53387.231, "relative_energy_kcal_mol": 18.93, "lumo_energy_ev": 0.5, "molar_mass_g_mol": 488.57, "spin_multiplicity": 1, "species": ["C", "O", "C", "C", "C", "N", "C", "O", "C", "C", "C", "N", "C", "O", "C", "N", "C", "N", "C", "S", "C", "C", "C", "C", "C", "C", "O", "C", "C", "O", "C", "C", "O", "C", "H", "H", "H", "H", "H", "H", "H", "H", "H", "H", "H", "H", "H", "H", "H", "H", "H", "H", "H", "H", "H", "H", "H", "H", "H", "H", "H", "H"], "positions_angstrom": [[-0.693, -0.446, 3.490], [0.702, -0.296, 3.319], [1.159, 0.292, 2.180], [0.308, 0.748, 1.186], [0.826, 1.367, 0.056], [0.005, 1.902, -0.951], [-1.339, 2.043, -0.943], [-2.059, 1.622, -0.053], [-1.893, 2.791, -2.150], [-3.284, 3.380, -1.873], [-4.442, 2.441, -2.214], [-4.264, 1.151, -1.586], [-4.540, 0.005, -2.221], [-5.161, -0.069, -3.262], [-3.929, -1.228, -1.544], [-2.481, -1.199, -1.691], [-1.936, -0.697, -2.822], [-0.675, -0.579, -3.057], [0.140, -1.086, -2.110], [1.855, -1.117, -2.273], [2.000, -1.996, -0.770], [3.357, -2.397, -0.314], [0.799, -2.226, -0.172], [0.618, -3.001, 1.092], [-0.284, -1.688, -0.932], [-1.696, -1.696, -0.631], [-2.226, -2.072, 0.397], [2.195, 1.492, -0.088], [3.068, 1.028, 0.897], [4.377, 1.239, 0.588], [5.419, 0.905, 1.479], [2.557, 0.428, 2.055], [3.416, 0.065, 3.075], [3.362, -1.267, 3.544], [-1.193, 0.526, 3.534], [-0.811, -0.956, 4.445], [-1.137, -1.051, 2.695], [-0.755, 0.648, 1.292], [0.510, 2.267, -1.747], [-1.199, 3.592, -2.410], [-1.931, 2.098, -2.994], [-3.413, 4.293, -2.455], [-3.344, 3.643, -0.815], [-4.514, 2.274, -3.294], [-5.383, 2.894, -1.881], [-3.687, 1.154, -0.748], [-4.331, -2.129, -2.018], [-4.146, -1.257, -0.472], [-2.622, -0.371, -3.592], [3.903, -2.882, -1.122], [3.926, -1.519, -0.011], [3.287, -3.085, 0.525], [-0.442, -3.121, 1.295], [1.074, -3.987, 1.004], [1.081, -2.486, 1.932], [2.630, 1.952, -0.960], [5.296, 1.393, 2.447], [6.326, 1.269, 0.995], [5.500, -0.175, 1.627], [3.503, -1.980, 2.725], [2.424, -1.482, 4.057], [4.190, -1.358, 4.247]], "forces_ev_per_angstrom": [[-0.3, 0.0, 0.0], [0.5, 0.2, -0.1], [0.2, 0.1, -0.2], [-0.2, -0.1, 0.3], [0.4, -0.1, 0.4], [0.3, 0.1, -0.1], [0.1, 0.3, -0.5], [0.0, -0.1, 0.4], [-0.3, 0.1, 0.2], [0.0, -0.2, 0.0], [-0.1, 0.2, -0.1], [0.1, 0.3, 0.2], [0.0, -0.3, 0.4], [-0.1, -0.1, -0.3], [-0.5, -0.1, -0.1], [0.2, -0.2, 0.2], [0.3, 0.1, -0.3], [-0.1, 0.3, -0.6], [0.0, -0.4, 0.6], [-0.4, -0.3, 0.2], [-0.3, 0.2, -0.2], [0.0, 0.1, -0.1], [0.3, 0.0, -0.1], [0.0, -0.1, 0.0], [0.2, 0.3, -0.6], [0.2, 0.1, -0.2], [-0.2, -0.1, 0.3], [-0.1, 0.0, 0.1], [-0.3, 0.0, 0.0], [-0.3, 0.0, -0.1], [0.4, 0.0, 0.2], [0.2, -0.2, 0.2], [-0.4, 0.4, -0.2], [0.0, -0.3, 0.1], [0.0, 0.0, 0.0], [0.0, 0.0, -0.1], [0.0, 0.0, 0.0], [0.0, 0.0, 0.0], [-0.2, 0.0, 0.1], [0.0, -0.1, -0.1], [0.1, 0.0, 0.0], [0.0, 0.0, 0.0], [0.0, 0.1, 0.0], [0.0, 0.1, 0.1], [0.1, 0.0, -0.2], [0.0, -0.2, -0.1], [0.0, 0.2, 0.1], [0.0, 0.0, -0.2], [-0.2, 0.0, 0.0], [0.1, -0.1, 0.0], [0.1, 0.0, 0.1], [0.0, 0.0, 0.1], [0.0, -0.1, 0.1], [0.0, -0.1, 0.1], [0.0, 0.0, 0.2], [0.1, 0.1, -0.1], [0.1, -0.1, -0.1], [0.0, 0.0, 0.0], [0.0, 0.1, 0.0], [0.0, 0.0, 0.0], [0.1, 0.0, -0.1], [0.0, -0.1, 0.0]], "mulliken_charge": [-0.825, -0.490, 0.301, -0.167, -0.789, 0.239, 0.686, -0.849, -0.680, -0.884, -0.853, -0.016, 0.276, -0.640, -0.661, 0.155, -0.352, -0.521, -0.006, -0.265, 1.340, -1.319, 0.027, -1.734, 0.570, 0.534, -0.770, -0.828, -0.352, -0.448, -0.755, 1.608, -0.573, -0.629, 0.319, 0.279, 0.256, 0.811, 0.295, 0.539, 0.210, 0.380, 0.379, 0.423, 0.315, 0.347, 0.333, 0.438, 0.573, 0.486, 0.112, 0.322, 0.339, 0.458, 0.156, 0.392, 0.285, 0.282, 0.248, 0.165, 0.203, 0.323]}

[4]
{"formula": "C23H28N5O3Sc", "method": "wB97M-V/def2-TZVPD", "total_charge": 0, "e_homo_ev": -6.727, "gap_ev": 6.8, "total_energy_ev": -58597.027, "relative_energy_kcal_mol": 97.17, "lumo_energy_ev": 0.1, "molar_mass_g_mol": 467.46, "spin_multiplicity": 1, "species": ["Sc", "C", "N", "C", "C", "C", "C", "C", "C", "C", "N", "C", "C", "C", "C", "C", "C", "N", "C", "C", "H", "H", "H", "H", "H", "H", "H", "H", "H", "H", "H", "H", "H", "H", "H", "H", "H", "H", "H", "H", "O", "O", "C", "N", "C", "O", "C", "C", "C", "C", "N", "C", "H", "H", "H", "H", "H", "H", "H", "H"], "positions_angstrom": [[0.241, 0.986, 0.257], [-0.196, 4.096, 0.331], [0.669, 3.101, -0.375], [0.301, 2.760, -1.770], [2.131, 3.305, -0.250], [2.693, 4.512, -0.612], [4.073, 4.695, -0.611], [4.882, 3.625, -0.273], [4.338, 2.404, 0.107], [2.955, 2.213, 0.183], [2.311, 1.065, 0.639], [2.892, -0.209, 0.807], [4.039, -0.482, 1.560], [4.550, -1.763, 1.710], [3.915, -2.852, 1.141], [2.726, -2.644, 0.455], [2.200, -1.373, 0.319], [0.919, -1.214, -0.357], [-0.148, -2.175, 0.160], [1.030, -1.147, -1.818], [-0.216, 5.063, -0.185], [0.137, 4.220, 1.360], [-1.204, 3.696, 0.353], [0.295, 3.637, -2.424], [-0.702, 2.291, -1.788], [1.013, 2.041, -2.194], [2.042, 5.320, -0.924], [4.501, 5.647, -0.895], [5.960, 3.734, -0.294], [5.004, 1.589, 0.353], [4.533, 0.343, 2.057], [5.456, -1.905, 2.286], [4.320, -3.850, 1.247], [2.193, -3.484, 0.028], [-0.023, -3.222, -0.150], [-1.079, -1.859, -0.256], [-0.193, -2.135, 1.241], [1.217, -2.133, -2.258], [1.833, -0.465, -2.099], [0.107, -0.769, -2.271], [-1.350, 1.851, 0.258], [-6.294, -4.700, -1.440], [-6.699, -3.536, -0.754], [-5.637, -2.933, 0.011], [-4.799, -2.025, -0.569], [-4.927, -1.672, -1.727], [-3.686, -1.496, 0.290], [-3.693, -1.549, 1.671], [-2.644, -0.956, 2.355], [-1.650, -0.352, 1.624], [-1.611, -0.343, 0.275], [-2.615, -0.908, -0.373], [-5.647, -4.431, -2.104], [-7.490, -3.841, -0.073], [-7.068, -2.786, -1.452], [-5.347, -3.394, 0.856], [-4.521, -1.980, 2.217], [-2.615, -0.934, 3.435], [-0.829, 0.177, 2.164], [-2.590, -0.852, -1.454]], "forces_ev_per_angstrom": [[-3.0, 0.6, -0.5], [0.4, 0.3, -0.9], [1.7, 0.0, 0.3], [-0.5, 0.4, 0.0], [-0.4, -0.1, 0.0], [0.1, 0.0, -0.1], [-0.1, 0.0, 0.0], [0.0, -0.1, 0.0], [0.1, 0.0, 0.0], [-0.2, 0.2, 0.2], [0.3, -0.4, -0.5], [-0.4, -0.3, 0.0], [0.2, 0.3, -0.1], [0.0, 0.1, 0.0], [0.0, 0.0, 0.0], [0.2, 0.0, 0.2], [0.2, 0.6, -0.2], [-0.6, -0.4, 1.0], [2.2, -1.3, -1.5], [-0.2, -0.3, 0.0], [0.4, 0.0, 0.0], [0.3, 0.0, -0.1], [0.1, -0.1, -0.1], [0.1, 0.0, 0.0], [0.3, 0.5, 0.2], [0.3, 0.2, 0.2], [0.0, 0.0, 0.0], [0.0, 0.0, 0.0], [0.0, 0.0, 0.0], [0.0, 0.0, 0.0], [0.0, 0.0, 0.0], [0.0, 0.0, 0.0], [0.0, 0.0, 0.0], [0.0, 0.0, 0.0], [0.7, 0.1, 0.0], [1.0, -1.3, -0.1], [0.1, 0.0, 0.0], [0.1, 0.0, 0.0], [0.1, -0.1, 0.1], [-0.1, 0.0, 0.2], [0.0, -0.4, 0.8], [0.1, 0.0, 0.0], [0.0, -0.1, 0.0], [-0.1, 0.1, 0.0], [0.2, -0.2, 0.0], [0.0, 0.0, 0.0], [-0.4, 0.0, -0.4], [-0.2, 0.0, -0.1], [0.3, 0.3, 0.2], [-0.1, 0.3, 0.0], [-1.3, 1.0, 1.5], [-1.0, 1.1, 0.2], [-0.1, 0.0, 0.0], [0.0, 0.0, 0.0], [0.0, 0.1, 0.1], [0.0, 0.0, 0.0], [0.0, 0.0, 0.0], [0.0, 0.0, 0.0], [-0.6, -0.5, -0.2], [-0.1, -0.2, 0.0]], "mulliken_charge": [0.294, -1.154, 1.016, -0.887, 0.019, -0.577, -0.749, -0.874, -0.553, 0.543, -0.239, -0.094, -0.400, -0.676, -0.870, -0.303, 0.076, 1.211, -0.869, -1.100, 0.334, 0.354, 0.314, 0.374, 0.329, 0.300, 0.335, 0.381, 0.383, 0.504, 0.623, 0.389, 0.390, 0.388, 0.374, 0.027, 0.375, 0.334, 0.347, 0.244, -0.829, -0.544, -0.447, -0.162, 0.227, -0.658, 0.173, -0.061, -1.308, 0.214, 0.159, -0.791, 0.340, 0.333, 0.352, 0.240, 0.469, 0.445, 0.340, 0.592]}

Q: Which formula does entry 1 have?
A: C23H28N4O4